Record 1
{"formula": "C4H10N2O2", "method": "wB97M-V/def2-TZVPD", "species": ["O", "O", "N", "N", "C", "C", "C", "C", "H", "H", "H", "H", "H", "H", "H", "H", "H", "H"], "coordinates": [[-1.484, -0.087, 0.525], [0.713, -1.784, 1.217], [1.615, -1.164, -0.741], [-1.930, -1.001, -0.486], [-0.069, 1.111, -1.024], [0.718, -1.036, 0.263], [-0.152, 0.314, 0.276], [0.273, 1.143, 1.483], [2.235, -1.957, -0.724], [1.306, 1.461, 1.367], [-2.940, -1.016, -0.358], [0.176, 0.540, 2.381], [0.919, 1.540, -1.160], [-0.369, 2.014, 1.576], [1.611, -0.575, -1.553], [-1.485, -1.912, -0.197], [-0.797, 1.919, -0.968], [-0.340, 0.489, -1.874]], "homo_ev": -9.17, "lumo_ev": 0.9, "charge": 0, "e_above_lowest_kj_mol": 254.1, "max_force_ev_per_a": 1.9, "energy_ev": -11384.269}

---

Record 2
{"formula": "C4H10N2O2", "method": "wB97M-V/def2-TZVPD", "species": ["O", "O", "N", "N", "C", "C", "C", "C", "H", "H", "H", "H", "H", "H", "H", "H", "H", "H"], "coordinates": [[0.960, -1.508, -0.082], [-0.656, 1.663, -0.823], [2.015, 0.848, 1.790], [-1.397, -0.393, -1.189], [-0.329, 0.368, -0.602], [0.842, -0.118, -0.188], [1.959, 0.739, 0.331], [-2.466, -0.776, -0.260], [-2.113, -1.466, 0.514], [2.923, 0.333, -0.002], [1.193, 1.342, 2.121], [1.896, -1.732, -0.140], [1.851, 1.744, -0.079], [1.991, -0.079, 2.207], [-2.845, 0.128, 0.216], [-1.541, 1.375, -1.361], [-1.009, -1.223, -1.625], [-3.271, -1.242, -0.827]], "homo_ev": -7.89, "lumo_ev": 0.7, "charge": 0, "e_above_lowest_kj_mol": 293.0, "max_force_ev_per_a": 3.3, "energy_ev": -11383.866}

---

Record 3
{"formula": "C4H10N2O2P", "method": "wB97M-V/def2-TZVPD", "species": ["P", "O", "O", "N", "N", "C", "C", "C", "C", "H", "H", "H", "H", "H", "H", "H", "H", "H", "H"], "coordinates": [[0.689, -0.399, -0.362], [0.537, -0.500, -1.979], [1.516, 2.753, 1.327], [1.692, 0.898, -0.027], [-0.346, 1.453, 0.937], [-0.837, 0.182, 0.475], [0.934, 1.831, 0.823], [-2.076, 0.248, -0.412], [1.179, -2.043, 0.214], [1.873, -2.670, -0.389], [2.684, 0.726, -0.043], [-2.065, -0.512, -1.158], [-1.007, -0.593, 1.303], [-1.155, 2.097, 1.268], [-3.055, 0.067, 0.026], [0.161, -2.611, 0.237], [-2.041, 1.165, -0.981], [-0.255, -0.084, -2.383], [1.574, -2.009, 1.124]], "homo_ev": -14.51, "lumo_ev": -3.3, "charge": 1, "e_above_lowest_kj_mol": 0.0, "max_force_ev_per_a": 5.3, "energy_ev": -20668.483}

---

Record 4
{"formula": "C4H10N2O2S2", "method": "wB97M-V/def2-TZVPD", "species": ["S", "S", "O", "O", "N", "N", "C", "C", "C", "C", "H", "H", "H", "H", "H", "H", "H", "H", "H", "H"], "coordinates": [[1.751, 1.557, -0.368], [-1.679, 0.682, 0.184], [-0.907, 1.421, 1.147], [-2.848, 1.308, -0.365], [1.236, -1.131, 0.187], [-0.684, 0.313, -1.062], [-2.208, -0.879, 0.953], [1.140, 0.017, -0.211], [-1.020, -0.794, -1.894], [3.162, 1.432, 0.809], [-1.327, -1.469, 1.166], [-0.361, -0.793, -2.763], [2.053, -1.529, 0.626], [3.743, 2.338, 0.685], [-0.927, -1.759, -1.382], [-2.736, -0.618, 1.861], [2.766, 1.379, 1.819], [-2.048, -0.658, -2.230], [3.770, 0.564, 0.577], [-2.873, -1.380, 0.262]], "homo_ev": -9.24, "lumo_ev": 0.4, "charge": 0, "e_above_lowest_kj_mol": 84.8, "max_force_ev_per_a": 3.7, "energy_ev": -33053.100}

---

Record 5
{"formula": "C4H10N2O3", "method": "wB97M-V/def2-TZVPD", "species": ["O", "O", "O", "N", "N", "C", "C", "C", "C", "H", "H", "H", "H", "H", "H", "H", "H", "H", "H"], "coordinates": [[0.429, -1.427, -1.079], [1.027, -1.936, -3.944], [0.550, -3.810, -2.733], [-1.025, 0.148, -2.097], [-0.769, -0.558, -1.009], [0.747, -2.829, -3.287], [-0.494, -0.583, 1.550], [-0.411, 0.421, 0.448], [0.973, 0.968, 0.180], [1.107, 1.646, 0.961], [-1.351, -1.144, 1.428], [0.267, -1.239, 1.461], [-0.306, -0.163, 2.605], [-1.342, 0.916, 0.389], [0.496, -1.789, -0.239], [0.956, 1.444, -0.716], [1.795, 0.333, 0.298], [-1.494, -0.316, -2.839], [-0.274, 0.622, -2.562]], "homo_ev": -8.44, "lumo_ev": 0.8, "charge": 0, "e_above_lowest_kj_mol": 428.5, "max_force_ev_per_a": 5.0, "energy_ev": -13429.415}

---

Record 6
{"formula": "C4H10N2O4S2", "method": "wB97M-V/def2-TZVPD", "species": ["S", "S", "O", "O", "O", "O", "N", "N", "C", "C", "C", "C", "H", "H", "H", "H", "H", "H", "H", "H", "H", "H"], "coordinates": [[0.085, -0.906, 1.561], [-2.313, -0.094, -0.005], [-0.205, -2.212, 2.059], [-3.001, 1.098, 0.425], [-0.851, 0.268, 1.363], [-2.727, -1.371, 0.528], [1.183, -0.255, 2.596], [-1.528, -0.226, -1.299], [-0.871, 0.966, -1.567], [0.799, -1.105, -0.089], [1.379, 0.184, -0.657], [0.593, 0.740, -1.837], [1.364, -0.688, 3.423], [-0.891, 1.647, -0.698], [0.810, 0.084, -2.670], [1.574, -1.898, 0.075], [1.449, 1.078, 0.156], [2.396, 0.085, -0.960], [-0.143, -1.335, -0.566], [1.084, 1.650, -2.137], [-1.229, 1.481, -2.376], [1.042, 0.808, 2.674]], "spin_multiplicity": 3, "homo_ev": [-4.79, -10.70], "s_squared": 2.008, "lumo_ev": [0.3, -3.2], "charge": 0, "max_force_ev_per_a": 7.7, "energy_ev": -37142.521}

---

Record 7
{"formula": "C4H10N2OS", "method": "wB97M-V/def2-TZVPD", "species": ["S", "O", "N", "N", "C", "C", "C", "C", "H", "H", "H", "H", "H", "H", "H", "H", "H", "H"], "coordinates": [[-1.705, 0.988, 0.138], [-1.869, 1.655, -1.499], [3.435, 1.105, 0.859], [2.871, 0.349, 0.086], [-2.158, -0.741, -0.048], [-2.454, -1.717, 1.098], [-3.438, -1.494, 0.072], [3.084, 2.485, 0.965], [-1.884, -2.616, 0.998], [-2.789, 1.907, -1.626], [-2.519, -1.404, 2.195], [2.235, 2.740, 0.225], [3.973, 2.981, 0.859], [-4.354, -0.835, 0.294], [-1.511, -1.289, -0.672], [-3.679, -2.367, -0.443], [2.195, 0.941, -0.428], [2.852, 2.777, 2.026]], "homo_ev": -9.07, "lumo_ev": 0.4, "charge": 0, "e_above_lowest_kj_mol": 499.9, "max_force_ev_per_a": 4.6, "energy_ev": -20168.742}

---

Record 8
{"formula": "C4H10N2OS", "method": "wB97M-V/def2-TZVPD", "species": ["S", "O", "N", "N", "C", "C", "C", "C", "H", "H", "H", "H", "H", "H", "H", "H", "H", "H"], "coordinates": [[0.138, -2.444, 1.156], [-2.306, 0.524, -1.331], [1.460, 0.922, 1.622], [-0.003, 0.718, -1.439], [-0.608, -1.404, -0.161], [-1.313, 1.104, -1.692], [0.190, 0.596, 1.073], [0.303, -0.189, -0.306], [1.866, 1.835, 1.555], [0.644, 1.497, -1.387], [-1.322, 1.686, -2.638], [0.797, -3.276, 0.337], [-0.897, -1.987, -1.034], [-0.542, 0.173, 1.761], [1.358, -0.410, -0.433], [-0.318, 1.520, 0.780], [-1.591, -1.136, 0.178], [2.142, 0.273, 1.960]], "homo_ev": -8.82, "lumo_ev": 0.8, "charge": 0, "e_above_lowest_kj_mol": 160.8, "max_force_ev_per_a": 2.9, "energy_ev": -20172.256}

---

Record 9
{"formula": "C4H10N2OS", "method": "wB97M-V/def2-TZVPD", "species": ["S", "O", "N", "N", "C", "C", "C", "C", "H", "H", "H", "H", "H", "H", "H", "H", "H", "H"], "coordinates": [[-2.234, 1.762, -0.197], [2.360, 0.476, -0.271], [2.592, -2.041, -1.117], [0.219, 0.223, 0.507], [-1.040, -0.531, 0.487], [1.395, -0.268, -0.026], [-2.182, 0.407, 0.901], [1.440, -1.760, -0.314], [1.495, -2.295, 0.697], [3.264, -1.271, -1.095], [-1.017, -1.422, 1.137], [-1.420, 2.785, 1.391], [-2.041, 0.688, 2.013], [3.081, -2.885, -0.861], [0.062, 1.205, 0.367], [-3.126, -0.182, 0.946], [0.491, -2.053, -0.810], [-1.282, -0.923, -0.483]], "homo_ev": -9.19, "lumo_ev": -1.8, "charge": 0, "e_above_lowest_kj_mol": 345.6, "max_force_ev_per_a": 4.7, "energy_ev": -20170.341}

---

Record 10
{"formula": "C4H10N2OS", "method": "wB97M-V/def2-TZVPD", "species": ["S", "O", "N", "N", "C", "C", "C", "C", "H", "H", "H", "H", "H", "H", "H", "H", "H", "H"], "coordinates": [[0.621, -2.466, 0.182], [-1.918, 1.939, -0.342], [1.167, 0.291, 2.009], [-0.086, 1.145, -1.421], [0.393, 0.983, 1.022], [0.431, 0.272, -0.365], [-0.373, -1.023, -0.262], [-1.123, 2.022, -1.245], [0.734, 2.018, 0.956], [1.516, 0.288, -0.472], [-0.630, 0.975, 1.391], [0.843, -0.553, 2.445], [2.170, 0.290, 1.923], [0.375, 1.063, -2.312], [-1.156, -0.857, 0.484], [-1.043, -1.145, -1.100], [-1.002, 2.903, -1.897], [-0.330, -3.396, 0.030]], "homo_ev": -8.72, "lumo_ev": 0.7, "charge": 0, "e_above_lowest_kj_mol": 137.3, "max_force_ev_per_a": 1.7, "energy_ev": -20172.500}

---

Record 11
{"formula": "C4H10N2S", "method": "wB97M-V/def2-TZVPD", "species": ["S", "N", "N", "C", "C", "C", "C", "H", "H", "H", "H", "H", "H", "H", "H", "H", "H"], "coordinates": [[-1.987, -0.153, -0.479], [1.718, 0.730, -0.188], [-0.307, -0.684, -0.109], [-0.039, 1.965, 0.551], [-0.002, -1.745, 0.874], [2.368, -0.407, -0.619], [0.505, 0.599, 0.152], [-2.414, 1.554, 0.394], [-0.045, 3.080, -0.371], [1.014, 2.296, 1.527], [2.081, -1.523, 0.322], [1.594, -0.603, -1.470], [3.689, -0.518, -0.734], [-1.477, 1.762, 1.034], [1.110, -2.460, 0.200], [-1.175, -2.536, 0.789], [0.548, -1.394, 2.304]], "homo_ev": -8.73, "lumo_ev": -1.4, "charge": 0, "e_above_lowest_kj_mol": 1526.2, "max_force_ev_per_a": 5.1, "energy_ev": -18109.767}

---

Record 12
{"formula": "C4H10N2S", "method": "wB97M-V/def2-TZVPD", "species": ["S", "N", "N", "C", "C", "C", "C", "H", "H", "H", "H", "H", "H", "H", "H", "H", "H"], "coordinates": [[0.599, 1.537, -0.104], [0.296, -0.158, -0.136], [2.544, -0.990, 0.049], [-1.093, -0.635, -0.018], [-1.677, -0.250, 1.376], [1.291, -1.123, -0.065], [-1.905, -0.242, -1.215], [-1.931, 0.815, 1.456], [0.190, 1.746, 1.163], [-2.018, 0.831, -1.289], [-2.885, -0.676, -1.215], [2.717, -0.009, 0.297], [-1.055, -1.744, 0.005], [-1.019, -0.460, 2.227], [-1.424, -0.611, -2.105], [-2.621, -0.832, 1.541], [0.887, -2.117, -0.284]], "homo_ev": -8.94, "lumo_ev": 0.6, "charge": 0, "e_above_lowest_kj_mol": 72.3, "max_force_ev_per_a": 1.5, "energy_ev": -18124.836}